Record 1
{"formula": "C25H43BrN2P2Re", "method": "ωB97M-V/def2-TZVPD", "e_homo_ha": [-0.7165, -0.7120], "energy_ha": -4421.180568, "max_force_ha_per_bohr": 0.0947, "orbital_gap_ev": [6.56, 5.32], "e_lumo_ev": [-12.94, -14.05], "total_charge": 4, "s_squared": 3.917, "spin_multiplicity": 4, "species": ["N", "C", "C", "C", "C", "C", "C", "Re", "P", "C", "C", "C", "C", "C", "C", "C", "Br", "H", "H", "H", "H", "H", "H", "H", "H", "H", "H", "P", "C", "C", "H", "H", "H", "H", "H", "C", "C", "H", "H", "H", "H", "H", "C", "C", "H", "H", "H", "H", "H", "C", "C", "H", "H", "H", "H", "H", "C", "C", "H", "H", "H", "H", "H", "C", "C", "H", "H", "H", "H", "H", "N", "H", "H", "H"], "positions_angstrom": [[-6.105, 4.271, -4.103], [-6.028, 4.821, -2.895], [-5.319, 4.220, -1.847], [-4.582, 3.028, -2.086], [-4.685, 2.483, -3.387], [-5.461, 3.133, -4.357], [-3.699, 2.435, -1.077], [-0.720, 0.592, 0.493], [4.629, -0.725, 0.786], [-2.517, 1.794, -1.393], [-1.324, 2.190, -0.669], [-0.082, 1.675, -1.112], [1.016, 1.829, -0.228], [1.001, 2.882, 0.780], [-0.230, 2.793, 1.458], [-1.416, 2.567, 0.694], [2.431, 3.949, 1.346], [-3.956, 2.691, -0.039], [-2.346, 1.252, -2.339], [-5.297, 4.709, -0.866], [-4.173, 1.561, -3.655], [-6.558, 5.765, -2.738], [-5.574, 2.718, -5.358], [0.045, 1.244, -2.096], [-2.381, 2.822, 1.118], [1.941, 1.403, -0.585], [-0.310, 3.084, 2.506], [-0.873, -1.826, 0.222], [4.060, 0.975, 1.115], [5.224, 1.946, 0.920], [3.649, 1.025, 2.132], [3.250, 1.198, 0.419], [4.954, 2.951, 1.253], [6.101, 1.618, 1.486], [5.508, 2.010, -0.136], [3.938, -1.263, -0.826], [4.914, -2.208, -1.541], [3.776, -0.358, -1.431], [2.968, -1.752, -0.655], [4.609, -2.363, -2.581], [5.931, -1.799, -1.546], [4.957, -3.187, -1.050], [3.786, -1.732, 2.064], [4.722, -1.939, 3.270], [3.542, -2.706, 1.604], [2.854, -1.223, 2.363], [4.258, -2.605, 4.008], [5.672, -2.390, 2.958], [4.961, -0.992, 3.770], [-0.530, -2.909, 1.720], [-1.458, -4.101, 1.929], [-0.549, -2.276, 2.619], [0.516, -3.244, 1.639], [-2.405, -3.798, 2.397], [-1.683, -4.628, 0.996], [-0.992, -4.828, 2.605], [0.306, -2.594, -0.978], [0.194, -2.060, -2.392], [0.222, -3.693, -0.949], [1.303, -2.371, -0.572], [-0.819, -2.163, -2.792], [0.473, -0.999, -2.436], [0.868, -2.610, -3.061], [-2.602, -2.202, -0.280], [-3.595, -1.486, 0.632], [-2.790, -3.284, -0.296], [-2.723, -1.855, -1.319], [-4.483, -1.195, 0.060], [-3.950, -2.121, 1.459], [-3.177, -0.559, 1.066], [-0.815, 0.144, 2.664], [0.129, -0.111, 2.957], [-1.443, -0.603, 2.976], [-1.056, 0.978, 3.186]]}

=====

Record 2
{"formula": "C15H9CuN5O8", "method": "ωB97M-V/def2-TZVPD", "e_homo_ha": -0.1591, "energy_ha": -3093.051162, "max_force_ha_per_bohr": 0.0107, "orbital_gap_ev": 6.39, "e_lumo_ev": 2.06, "total_charge": -1, "species": ["Cu", "O", "C", "C", "C", "C", "C", "C", "C", "N", "C", "C", "N", "H", "H", "H", "H", "H", "H", "H", "O", "N", "O", "C", "C", "C", "C", "O", "C", "C", "N", "O", "O", "N", "O", "O", "H", "H"], "positions_angstrom": [[-0.241, -0.677, -1.365], [1.123, 0.669, -2.052], [0.916, 1.920, -2.159], [2.037, 2.803, -2.296], [1.911, 4.157, -2.444], [0.643, 4.761, -2.464], [-0.457, 3.945, -2.324], [-0.373, 2.553, -2.168], [-1.626, 1.799, -2.007], [-1.814, 0.492, -1.880], [-3.172, 0.287, -1.750], [-3.825, 1.471, -1.797], [-2.840, 2.420, -1.967], [3.010, 2.326, -2.277], [2.801, 4.769, -2.545], [0.527, 5.829, -2.582], [-1.429, 4.426, -2.344], [-3.580, -0.701, -1.625], [-4.866, 1.728, -1.728], [-2.982, 3.410, -2.011], [2.528, -5.583, 3.450], [2.111, -4.559, 3.966], [2.226, -4.299, 5.153], [1.435, -3.590, 3.121], [0.953, -2.402, 3.675], [0.310, -1.524, 2.863], [0.098, -1.681, 1.446], [-0.527, -0.859, 0.753], [0.657, -2.927, 0.982], [1.270, -3.861, 1.777], [0.540, -3.272, -0.439], [0.897, -2.432, -1.266], [0.185, -4.396, -0.728], [-0.247, -0.304, 3.482], [-1.449, -0.268, 3.640], [0.532, 0.563, 3.822], [1.090, -2.199, 4.728], [1.628, -4.792, 1.361]]}

=====

Record 3
{"formula": "C7H26BCs2N2O4", "method": "ωB97M-V/def2-TZVPD", "e_homo_ha": [-0.5495, -0.5495], "energy_ha": -757.199242, "max_force_ha_per_bohr": 0.0905, "orbital_gap_ev": [9.77, 2.82], "e_lumo_ev": [-5.18, -12.13], "total_charge": 2, "s_squared": 0.755, "spin_multiplicity": 2, "species": ["Cs", "Cs", "B", "H", "H", "H", "H", "C", "O", "N", "N", "H", "H", "H", "H", "C", "C", "O", "H", "H", "H", "H", "H", "H", "C", "C", "O", "H", "H", "H", "H", "H", "H", "C", "C", "O", "H", "H", "H", "H", "H", "H"], "positions_angstrom": [[2.357, 3.066, -0.682], [0.643, -1.431, -3.621], [0.974, 0.003, -0.910], [0.561, 0.925, -0.529], [1.647, 0.266, -1.711], [1.516, -0.591, -0.191], [0.137, -0.579, -1.264], [-0.500, -3.842, -0.832], [-0.268, -3.844, -2.047], [-0.854, -2.858, -0.061], [-0.357, -4.944, -0.141], [-0.837, -1.896, -0.368], [-0.745, -3.106, 0.912], [-0.210, -5.833, -0.597], [-0.582, -4.923, 0.844], [-3.882, 0.590, 1.299], [-2.355, 0.571, 1.287], [-1.980, 0.276, -0.047], [-4.417, 1.443, 0.881], [-4.145, 0.782, 2.340], [-4.296, -0.304, 0.833], [-1.993, -0.304, 1.828], [-1.946, 1.463, 1.761], [-1.021, 0.252, -0.055], [5.275, 0.171, 2.485], [4.269, -0.402, 1.486], [3.222, 0.506, 1.291], [6.031, -0.577, 2.725], [4.844, 0.437, 3.450], [5.932, 0.905, 2.020], [3.952, -1.385, 1.835], [4.598, -0.514, 0.453], [2.716, 0.109, 0.579], [-2.090, 3.657, -1.183], [-2.315, 2.431, -2.135], [-1.090, 1.855, -2.428], [-3.078, 3.884, -0.782], [-1.680, 4.528, -1.695], [-1.416, 3.416, -0.361], [-2.732, 2.861, -3.046], [-3.072, 1.689, -1.884], [-0.812, 1.246, -1.740]]}